Record 1
# C58H50GeIN2O2P2ReS

A structure of composition C58H50GeIN2O2P2ReS at a distorted geometry (ωB97M-V/def2-TZVPD, the Open Molecules 2025 dataset).

XYZ file:
```
118
Properties=species:S:1:pos:R:3
Re 0.19 -0.24 -0.12
I 0.15 1.95 1.41
Ge -0.58 2.04 -2.87
S -2.01 -1.85 1.94
P 2.20 -1.14 1.69
P 2.45 -0.87 -1.08
O -3.01 -2.76 -1.52
O -0.75 -1.03 1.83
N -1.09 -1.52 -0.74
N 3.34 -1.27 0.40
C -1.52 2.24 -7.06
C 1.84 -5.35 3.52
C 3.80 0.35 -3.10
C 4.35 -1.18 3.37
C 0.44 6.16 -2.56
C 1.77 -3.24 -2.19
C 4.64 1.29 -3.70
C 2.67 -3.84 1.81
C -7.45 -1.80 2.16
C -4.16 3.61 -1.45
C 3.23 -5.01 -3.06
C 1.18 -4.26 4.09
C -4.76 -1.16 1.61
C -2.38 1.98 5.63
C -2.43 -1.82 3.76
C 3.12 0.42 5.39
C -1.22 0.12 4.71
C 4.32 -4.15 -2.84
C -1.17 1.41 5.26
C 4.41 1.17 -0.93
C 5.53 1.98 -2.91
C -2.84 3.45 -1.77
C -3.35 -0.70 1.43
C -5.19 2.75 -1.80
C 0.15 0.77 -5.45
C 0.27 0.68 -6.83
C -3.59 1.38 5.24
C 0.36 3.77 -2.53
C -3.64 0.10 4.74
C -2.44 -0.53 4.45
C 1.76 6.12 -2.05
C 3.61 0.35 -1.70
C -5.67 -0.18 2.12
C 5.39 2.00 -1.53
C 2.85 -2.42 -1.95
C 2.64 -5.12 2.41
C 0.09 0.71 -1.71
C -7.00 -0.50 2.38
C 4.93 -1.05 4.64
C -3.52 1.46 -3.04
C -6.62 -2.76 1.60
C 3.15 -0.52 3.16
C 1.97 -2.79 2.37
C -4.86 1.70 -2.66
C 2.53 0.24 4.13
C -2.51 2.37 -2.60
C 1.97 -4.50 -2.77
C 1.24 -3.02 3.53
C 2.32 4.91 -1.66
C -5.27 -2.45 1.33
C 4.28 -0.33 5.67
C 1.58 3.75 -1.87
C -0.77 1.68 -4.88
C -2.02 -2.19 -1.17
C -1.67 2.36 -5.70
C -0.18 4.98 -2.92
C 4.12 -2.92 -2.23
C -0.55 1.42 -7.61
H -1.04 5.00 -3.57
H 3.41 -6.04 -3.39
H -5.62 1.01 -3.08
H 4.87 -1.63 2.55
H 2.33 7.04 -1.95
H -2.22 2.83 -7.70
H 3.31 4.95 -1.14
H -6.18 2.97 -1.43
H -4.59 -0.39 4.67
H 1.67 0.88 3.96
H -6.94 -3.81 1.50
H -7.69 0.34 2.63
H 5.33 -4.34 -3.22
H -3.33 -2.39 3.89
H -4.63 -3.25 0.89
H -3.25 0.69 -3.74
H -4.38 4.59 -0.98
H 1.11 -5.08 -2.90
H 4.61 1.37 -4.78
H -3.23 -0.49 0.34
H -0.27 1.92 5.51
H -2.05 4.11 -1.43
H -0.48 1.42 -8.69
H 3.20 -0.34 -3.69
H 2.12 2.85 -1.65
H -1.64 -2.50 4.09
H 4.21 -0.75 0.36
H 3.29 -5.89 2.03
H -0.04 7.14 -2.72
H -2.41 2.87 6.23
H 4.37 1.20 0.14
H 1.75 -6.39 3.85
H 2.72 1.09 6.14
H -8.46 -2.12 2.43
H 0.95 -2.14 4.10
H 0.94 -0.06 -7.29
H 0.78 0.22 -4.79
H 5.93 -1.45 4.87
H 4.71 -0.27 6.65
H 4.98 -2.26 -2.14
H -3.25 0.31 1.96
H 0.48 -4.47 4.86
H 3.20 -3.58 0.87
H -4.47 1.99 5.29
H 0.80 -2.96 -1.91
H -2.46 3.02 -5.28
H -0.31 -0.33 4.39
H 6.12 2.57 -0.90
H -5.31 0.85 2.23
H 6.42 2.50 -3.33
```

- electronic energy (eV) = -164174.791
- spin multiplicity = 1
- total charge = +2
- HOMO level (eV) = -13.049
- frontier orbital gap (eV) = 5.12

---

Record 2
# C9H8O2

The molecule C9H8O2 at a distorted geometry (ωB97M-V/def2-TZVPD, the Open Molecules 2025 dataset).

XYZ file:
```
19
Properties=species:S:1:pos:R:3
O -3.42 -1.18 0.07
O 2.49 0.81 0.11
C 1.14 0.65 0.01
C -1.59 0.29 -0.11
C 1.83 -1.58 0.02
C 3.06 -0.54 0.07
C -3.06 0.00 0.16
C -1.11 1.62 -0.07
C -0.78 -0.83 -0.21
C 0.30 1.81 -0.05
C 0.61 -0.65 -0.12
H 3.60 -0.65 1.07
H 1.77 -2.21 0.96
H -1.81 2.48 0.02
H 3.70 -0.75 -0.78
H 2.02 -2.31 -0.90
H -1.25 -1.79 -0.25
H 0.83 2.75 -0.18
H -3.89 0.85 0.48
```

- electronic energy (eV) = -13556.255
- spin multiplicity = 1
- total charge = 0
- HOMO level (eV) = -8.594
- frontier orbital gap (eV) = 8.98

---

Record 3
# CH2NO3S

The ion CH2NO3S with charge -1 at a distorted geometry (ωB97M-V/def2-TZVPD, the Open Molecules 2025 dataset).

XYZ file:
```
8
Properties=species:S:1:pos:R:3
S 1.17 -0.33 1.08
O -0.43 1.94 1.57
O 2.11 -0.57 -0.02
O 1.88 -0.40 2.42
N -0.22 -1.04 0.81
C 0.16 1.25 0.77
H -0.09 -1.03 -0.23
H 0.10 1.37 -0.31
```

- electronic energy (eV) = -19536.726
- spin multiplicity = 1
- total charge = -1
- HOMO level (eV) = -4.313
- frontier orbital gap (eV) = 8.42

---

Record 4
# C32H28ClN3O5RuS4Sb

A structure of composition C32H28ClN3O5RuS4Sb at a distorted geometry (ωB97M-V/def2-TZVPD, the Open Molecules 2025 dataset).

XYZ file:
```
75
Properties=species:S:1:pos:R:3
Sb -0.65 -1.39 -2.32
Ru -2.37 1.54 -0.93
Cl -3.48 3.79 -1.86
S -1.07 0.90 -2.77
S -6.19 0.20 0.59
S -3.29 0.68 1.15
S -4.10 0.04 -1.52
O -3.89 3.35 -0.53
O 4.99 2.12 0.89
O -3.81 2.74 -2.76
O -4.08 5.00 -2.18
O -2.05 3.91 -1.82
N -0.81 2.38 0.14
N 3.68 2.32 2.71
N 2.75 2.01 0.56
C 2.59 2.50 4.83
C 1.50 2.55 0.73
C 3.88 2.16 1.37
C 3.52 -0.73 -1.21
C -1.85 -2.85 -1.23
C -3.29 -4.78 0.09
C 1.02 -3.46 -5.80
C -1.09 3.42 0.92
C -0.19 -2.03 -4.32
C -0.36 -1.70 -6.68
C 2.53 -1.78 0.72
C 3.64 -1.23 0.09
C -3.07 -3.55 0.69
C 0.51 -2.76 -6.88
C -2.05 -4.07 -1.84
C -0.10 4.09 1.61
C 1.21 3.66 1.53
C -2.78 -5.04 -1.17
C 1.70 0.95 3.22
C -0.45 0.87 6.36
C 1.31 -1.82 0.07
C -0.72 -1.33 -5.39
C -4.61 0.29 0.11
C 0.67 -3.10 -4.51
C 0.70 0.61 4.12
C 0.62 1.21 5.38
C 2.30 -0.78 -1.86
C 0.44 1.97 0.03
C 1.20 -1.32 -1.22
C -2.34 -2.58 0.04
C 1.60 2.15 5.72
C 2.64 1.92 3.56
H -1.65 -4.26 -2.83
H 4.60 -1.21 0.58
H -0.76 -1.16 -7.52
H -0.35 4.95 2.21
H -2.13 3.74 0.98
H 2.64 -2.19 1.71
H 1.57 2.61 6.69
H 2.20 -0.40 -2.87
H 0.79 -3.03 -7.88
H 1.07 -3.64 -3.66
H 2.00 4.18 2.05
H -2.94 -6.00 -1.64
H -0.03 -0.14 3.85
H -0.02 0.45 7.26
H 1.76 0.43 2.28
H 4.52 2.63 3.19
H 2.97 1.63 -0.35
H 0.64 1.14 -0.64
H -1.39 -0.50 -5.22
H -2.16 -1.61 0.50
H -3.46 -3.35 1.67
H -3.88 -5.53 0.59
H 1.70 -4.28 -5.96
H 3.33 3.23 5.10
H -0.99 1.77 6.66
H 4.39 -0.35 -1.71
H -1.16 0.16 5.96
H 0.45 -2.27 0.56
```

- electronic energy (eV) = -113314.198
- spin multiplicity = 5
- total charge = +1
- HOMO level (spin up / spin down) (eV) = -10.747 / -10.747
- frontier orbital gap (spin up / spin down) (eV) = 6.78 / 4.79